a) {
  "formula": "C3H10N2S",
  "method": "ωB97M-V/def2-TZVPD",
  "species": ["C", "N", "C", "N", "H", "H", "H", "H", "H", "H", "C", "S", "H", "H", "H", "H"],
  "coordinates": [[-0.53953, -1.87907, -1.36860], [-1.90555, -1.40242, -1.49172], [-2.20730, -0.24398, -1.13080], [-1.28167, 0.77420, -0.68624], [-0.29889, -2.50790, -2.22508], [-0.48326, -2.49919, -0.47401], [0.21398, -1.09887, -1.31055], [-3.24751, 0.08088, -1.17517], [-0.97580, 1.29237, -1.50630], [-1.78741, 1.44160, -0.11441], [1.29934, 1.00304, 2.51046], [2.03158, 0.52344, 0.90968], [1.45788, 0.20676, 3.23222], [1.75034, 1.92266, 2.87301], [0.23564, 1.17160, 2.38128], [0.89062, 0.59696, 0.20845]],
  "e_lumo_ha": 0.0269,
  "charge": 0,
  "gap_ha": 0.351,
  "multiplicity": 1
}

***

b) {
  "formula": "C3H10N2S",
  "method": "ωB97M-V/def2-TZVPD",
  "species": ["C", "C", "C", "N", "N", "S", "H", "H", "H", "H", "H", "H", "H", "H", "H", "H"],
  "coordinates": [[-0.83714, 1.79897, -0.15936], [-2.84170, -1.16478, 0.65780], [2.38188, 1.29364, 0.36848], [-1.09665, -0.73200, -1.46657], [-1.12237, 0.82122, 0.58030], [-1.06741, -0.83347, 0.10802], [3.26966, 1.53714, -0.28332], [-1.34811, 2.71246, 0.22687], [-0.38931, 1.70713, -1.07205], [-3.10753, -0.63590, 1.59243], [-3.43095, -0.83038, -0.25800], [-2.89100, -2.17236, 0.72595], [1.42608, 1.11737, -0.08693], [2.67593, 0.36262, 0.88146], [2.39559, 2.14054, 0.95361], [-0.54249, -1.43570, -1.74705]],
  "e_lumo_ha": 0.0269,
  "charge": 0,
  "gap_ha": 0.351,
  "multiplicity": 1
}

***

c) {
  "formula": "C3H10N2S",
  "method": "ωB97M-V/def2-TZVPD",
  "species": ["H", "N", "C", "N", "H", "H", "H", "C", "S", "C", "H", "H", "H", "H", "H", "H"],
  "coordinates": [[0.34527, 2.11574, 3.03755], [-0.38542, 1.50778, 2.68066], [0.10791, 0.41023, 2.26960], [-0.66977, -0.62782, 1.85534], [1.18542, 0.24389, 2.22635], [-0.39835, -1.17532, 1.04698], [-1.65748, -0.43988, 1.93971], [1.46149, 0.54094, -1.44866], [0.33297, -0.88046, -1.34120], [-1.12441, -0.10262, -2.11326], [1.76613, 0.69223, -2.47572], [0.94528, 1.39339, -1.01107], [2.35322, 0.25847, -0.90190], [-1.47863, 0.67215, -1.42501], [-1.88129, -0.88275, -2.16075], [-0.84799, 0.34496, -3.06383]],
  "e_lumo_ha": 0.0306,
  "charge": 0,
  "gap_ha": 0.351,
  "multiplicity": 1
}

***

The data favor c); the next most stable structure lies 0.605 eV above it.